C36H54HgN2O44PS8 | ωB97M-V/def2-TZVPD

Geometry (Å):
1 Hg 0.7342 3.6485 -1.8935
2 P 0.0376 0.1359 -0.0948
3 O 0.2615 0.1570 -1.6454
4 O -1.0285 1.2394 -0.0482
5 O 1.3034 0.9734 0.2548
6 O -0.2242 -1.2317 0.6426
7 C -5.9167 0.3644 -4.3771
8 C -5.4868 0.2861 -5.7799
9 O -6.2771 1.1332 -6.6015
10 S -7.5752 1.7469 -5.7515
11 O -8.9033 1.5222 -6.3683
12 O -7.3832 3.1621 -5.4141
13 O -7.3070 0.6303 -4.4811
14 H -5.5059 1.2935 -3.9819
15 H -5.6486 -0.5370 -3.8260
16 H -5.5957 -0.7771 -5.9940
17 H -4.4233 0.5252 -5.7791
18 C 8.2270 2.2531 -0.8419
19 C 8.3389 1.4354 -2.1739
20 O 9.2771 2.1918 -2.9411
21 S 10.4887 2.9077 -1.9869
22 O 11.0123 4.1171 -2.6409
23 O 11.4980 1.9697 -1.4245
24 O 9.2991 3.1497 -0.7932
25 H 8.3489 1.5485 -0.0192
26 H 7.3000 2.7978 -0.6630
27 H 7.3426 1.3549 -2.6088
28 H 8.7436 0.4376 -2.0043
29 C -5.8608 -1.4175 2.3330
30 C -5.3388 -1.4395 3.7389
31 O -6.2382 -2.2027 4.4722
32 S -7.6774 -2.4687 3.7258
33 O -8.8027 -1.9898 4.5415
34 O -7.6857 -3.8423 3.1840
35 O -7.2494 -1.3859 2.5804
36 H -5.5625 -2.3151 1.7913
37 H -5.5657 -0.5290 1.7748
38 H -5.2847 -0.4323 4.1520
39 H -4.2939 -1.7339 3.8374
40 C -2.1639 -5.6812 -4.8999
41 C -2.7727 -5.4211 -3.5500
42 O -4.1111 -5.6881 -3.5480
43 S -4.4467 -6.9287 -4.6380
44 O -5.7706 -6.6879 -5.2426
45 O -4.2907 -8.2105 -3.9206
46 O -3.1080 -6.5597 -5.5447
47 H -1.1179 -5.9845 -4.8539
48 H -2.2203 -4.8045 -5.5450
49 H -2.4754 -4.4508 -3.1525
50 H -2.2904 -6.1827 -2.9373
51 C 4.7203 -5.3883 0.5974
52 C 4.3313 -4.8580 -0.7667
53 O 5.3667 -5.1406 -1.6797
54 S 6.7598 -5.7034 -0.9117
55 O 7.5474 -4.6399 -0.2771
56 O 7.5002 -6.7902 -1.6486
57 O 5.7168 -6.3381 0.2463
58 H 3.9458 -5.8258 1.2273
59 H 5.1029 -4.5177 1.1302
60 H 3.9963 -3.8242 -0.6815
61 H 3.5775 -5.5317 -1.1740
62 C 1.4560 -1.4084 -8.4056
63 C 2.4455 -2.4935 -8.8866
64 O 2.2077 -2.6312 -10.2885
65 S 0.5865 -2.4630 -10.6413
66 O -0.1694 -3.6415 -10.2244
67 O 0.4141 -1.8429 -11.9431
68 O 0.4709 -1.3308 -9.4120
69 H 1.9796 -0.4650 -8.2508
70 H 1.0032 -1.6884 -7.4544
71 H 2.1763 -3.4383 -8.4144
72 H 3.4689 -2.3138 -8.5573
73 C -6.1625 5.6206 0.6822
74 C -7.2186 5.0612 1.5596
75 O -7.8464 6.1430 2.2223
76 S -6.8591 7.4568 2.2930
77 O -5.9241 7.2762 3.4245
78 O -7.5734 8.7395 2.1720
79 O -6.2006 7.0117 0.8620
80 H -6.3576 5.3658 -0.3594
81 H -5.1431 5.2795 0.8625
82 H -6.7952 4.5270 2.4101
83 H -8.0100 4.5213 1.0396
84 C -0.4221 3.5082 6.1409
85 C -1.3386 4.6750 5.8416
86 O -0.9661 5.6301 6.7541
87 S -0.6746 4.9346 8.1747
88 O -1.9741 4.6678 8.8165
89 O 0.3404 5.7759 8.8160
90 O 0.0059 3.6420 7.4889
91 H 0.4190 3.3976 5.4564
92 H -0.9707 2.5702 6.0555
93 H -2.3867 4.4278 6.0102
94 H -1.1525 5.0939 4.8527
95 C 5.1415 -0.2713 6.3268
96 C 6.0869 -0.1102 7.3265
97 C 6.3201 -1.0680 8.2691
98 C 5.5029 -2.1973 8.2880
99 C 4.4578 -2.3530 7.3532
100 C 4.2729 -1.3277 6.3165
101 N 5.6215 -3.2206 9.3327
102 O 6.4563 -3.0104 10.1418
103 O 4.7094 -4.0463 9.4867
104 H 4.9791 0.5662 5.6646
105 H 6.5394 0.8701 7.3498
106 H 7.0730 -0.8218 9.0032
107 H 3.7155 -3.1345 7.4216
108 H 3.4306 -1.3185 5.6405
109 C -2.7920 -7.8370 3.7122
110 C -3.2095 -9.0817 3.2945
111 C -3.0213 -10.1209 4.1931
112 C -2.5287 -9.8583 5.4733
113 C -2.0162 -8.5957 5.8372
114 C -2.2912 -7.4847 4.9536
115 N -2.2348 -10.9893 6.3622
116 O -1.9843 -10.8210 7.4908
117 O -2.3153 -12.1661 5.9212
118 H -2.7968 -6.9802 3.0547
119 H -3.5379 -9.2274 2.2760
120 H -3.4714 -11.0676 3.9331
121 H -1.4945 -8.5027 6.7782
122 H -1.9500 -6.5134 5.2799
123 O 3.6643 6.9721 1.3902
124 C 3.8753 7.5964 2.4254
125 O 2.8831 8.2713 3.0931
126 C 3.4836 8.9000 4.2495
127 C 4.9691 8.8892 3.9960
128 C 5.2543 7.6503 3.1674
129 H 3.3278 8.4491 5.2296
130 H 3.0950 9.9122 4.3608
131 H 5.4798 8.9181 4.9586
132 H 5.1315 9.7897 3.4037
133 H 5.3375 6.7950 3.8380
134 H 5.9932 7.6485 2.3661
135 O -0.9022 4.4633 -7.0106
136 C -0.7788 5.0237 -8.1168
137 O 0.2703 5.7784 -8.3839
138 C 0.1910 6.3125 -9.7014
139 C -0.7386 5.2852 -10.3586
140 C -1.7604 5.0451 -9.2787
141 H 1.0953 6.3556 -10.3085
142 H -0.3275 7.2712 -9.6850
143 H -0.1296 4.4730 -10.7556
144 H -1.2856 5.7671 -11.1690
145 H -2.3367 4.1202 -9.2565
146 H -2.4591 5.8728 -9.1564

Computed properties:
* highest occupied orbital energy: -6.61 eV
* E_LUMO: -1.41 eV
* total charge: -1
* HOMO-LUMO gap: 0.191 Ha
* F_max: 0.1030 hartree/bohr